{
  "formula": "C28H27N3O4",
  "method": "ωB97M-V with the def2-TZVPD basis set",
  "orbital_gap_ev": 7.787,
  "total_charge": 0,
  "spin_multiplicity": 1,
  "lumo_ev": 0.0,
  "smiles": "COc1ccc(-c2cc(C(=O)Nc3ccccc3N3CCOCC3)c3ccccc3n2)cc1OC",
  "e_tot_ev": -42134.219,
  "homo_ev": -7.836,
  "symbols": ["C", "H", "O", "C", "C", "C", "C", "C", "C", "O", "C", "H", "H", "H", "H", "C", "N", "C", "C", "C", "C", "C", "C", "C", "C", "H", "C", "O", "N", "C", "C", "C", "C", "C", "C", "N", "C", "H", "C", "H", "O", "C", "H", "C", "H", "H", "H", "H", "H", "H", "H", "H", "H", "H", "H", "H", "H", "H", "H", "H", "H", "H"],
  "coordinates": [[4.076, 5.448, 2.239], [4.077, 5.138, 3.289], [2.938, 4.977, 1.561], [2.751, 3.634, 1.469], [3.592, 2.668, 1.998], [3.304, 1.322, 1.847], [2.162, 0.914, 1.174], [1.315, 1.882, 0.625], [1.596, 3.227, 0.761], [0.835, 4.240, 0.254], [-0.334, 3.905, -0.446], [-0.777, 4.853, -0.749], [-0.116, 3.303, -1.335], [-1.043, 3.361, 0.189], [0.454, 1.565, 0.059], [1.869, -0.514, 1.027], [2.890, -1.339, 1.004], [2.675, -2.656, 0.842], [3.792, -3.518, 0.828], [3.624, -4.862, 0.641], [2.341, -5.403, 0.460], [1.237, -4.595, 0.468], [1.375, -3.209, 0.666], [0.285, -2.301, 0.700], [0.535, -0.969, 0.908], [-0.282, -0.269, 0.998], [-1.129, -2.768, 0.591], [-1.606, -3.629, 1.302], [-1.910, -2.123, -0.325], [-1.527, -1.143, -1.252], [-0.333, -1.277, -1.950], [0.128, -0.260, -2.766], [-0.613, 0.900, -2.897], [-1.838, 1.016, -2.263], [-2.335, -0.006, -1.457], [-3.561, 0.072, -0.778], [-4.096, 1.364, -0.394], [-3.275, 2.057, -0.210], [-5.076, 1.952, -1.420], [-5.576, 2.829, -1.007], [-6.093, 1.029, -1.736], [-5.540, -0.168, -2.231], [-6.382, -0.819, -2.469], [-4.625, -0.831, -1.191], [-4.208, -1.737, -1.633], [-5.221, -1.088, -0.308], [-4.964, 0.034, -3.149], [-4.548, 2.241, -2.341], [-4.642, 1.210, 0.545], [-2.413, 1.919, -2.398], [-0.253, 1.709, -3.515], [1.066, -0.373, -3.286], [0.246, -2.179, -1.833], [-2.898, -2.293, -0.200], [0.248, -5.011, 0.344], [2.232, -6.468, 0.315], [4.480, -5.520, 0.631], [4.768, -3.080, 0.965], [3.962, 0.573, 2.257], [4.481, 2.955, 2.536], [4.021, 6.534, 2.185], [5.001, 5.109, 1.760]],
  "atomic_forces_ev_per_a": [[0.2, 0.1, 0.1], [0.0, 0.0, 0.0], [-0.3, -0.3, -0.2], [-0.1, 0.1, -0.1], [0.0, 0.3, 0.0], [-0.3, -0.2, -0.1], [0.3, 0.5, 0.2], [0.0, 0.1, 0.0], [0.0, 0.2, 0.1], [0.4, 0.0, 0.2], [-0.2, -0.1, -0.1], [0.0, -0.1, 0.0], [0.0, 0.0, 0.1], [0.0, 0.0, 0.0], [-0.1, 0.0, -0.1], [0.0, -0.5, 0.0], [0.1, 0.6, 0.0], [-0.5, -0.5, -0.1], [0.0, -0.2, 0.0], [0.2, 0.2, 0.1], [-0.3, 0.0, -0.1], [0.0, -0.3, 0.0], [0.2, 0.3, 0.0], [0.4, 0.3, 0.4], [0.0, -0.5, 0.1], [-0.1, 0.1, -0.1], [-0.2, -0.1, 0.1], [0.2, -0.1, 0.1], [-0.5, 0.1, -0.1], [0.1, 0.3, -0.4], [-0.2, 0.0, -0.2], [0.0, 0.0, 0.0], [0.1, 0.0, 0.0], [0.0, 0.0, 0.0], [0.3, -0.1, 0.1], [0.0, 0.0, 0.1], [-0.3, 0.2, -0.1], [0.0, 0.0, 0.1], [0.3, 0.1, 0.2], [0.1, 0.0, 0.0], [-0.1, 0.0, 0.1], [0.2, -0.4, 0.0], [0.1, 0.0, 0.0], [-0.4, 0.2, -0.3], [0.0, 0.0, 0.0], [0.0, -0.1, -0.1], [-0.1, 0.0, 0.1], [-0.1, 0.0, 0.1], [0.0, 0.1, 0.0], [-0.1, 0.0, 0.0], [0.0, 0.1, -0.1], [0.1, 0.0, 0.0], [0.0, -0.1, 0.0], [0.2, -0.1, 0.1], [-0.1, -0.1, 0.0], [0.0, -0.1, 0.0], [0.1, 0.0, 0.0], [0.1, 0.1, 0.0], [0.1, -0.1, 0.0], [0.1, 0.1, 0.0], [0.0, -0.1, 0.0], [0.0, 0.0, 0.0]]
}